# 1
The following is a DFT calculation (ωB97M-V/def2-TZVPD) of a 10-piece molecular cluster, C43H58BBr2N13O5P overall.

Cartesian coordinates (Å):
N 2.81053 2.55626 3.19097
H -4.79632 -6.32029 -1.26522
C -6.58969 3.82907 -3.47003
C -0.09313 0.11974 -2.22106
C -2.34943 -1.58581 5.26525
H -1.36292 3.11607 -1.92513
N -0.65014 -0.22358 4.87967
N -2.12747 -4.10108 7.49829
C -2.45538 -5.82226 8.85004
H -1.52620 4.65855 -8.23674
C 0.20647 4.63247 -6.81890
H -3.12398 6.78459 -6.78362
C 1.83135 2.44338 -1.31590
N -6.88710 5.56133 -4.80989
C -3.28524 -7.44501 -2.47779
H 1.32818 3.73416 -5.11462
O -3.80569 2.72026 -1.25372
H -4.08649 -4.25696 -2.86215
H 1.46808 2.01285 6.10496
H -3.30514 -8.44017 -2.06808
H 3.93884 -1.94243 0.76502
H -4.64008 2.52295 -0.80233
H -3.17250 -2.08335 5.75091
C -1.74817 7.11137 -3.81390
H -4.19863 -4.87042 9.88633
H -8.58567 4.37591 -4.29863
H -4.38570 4.18957 -3.25598
H -7.32990 6.23541 -5.40569
H -0.18217 -0.82464 2.89151
H -1.24409 6.90301 -2.88587
B 2.13067 -0.90922 -1.03332
C -7.52647 4.52677 -4.18372
N 0.69732 -1.79700 -2.82867
H 6.07590 -0.32194 0.69768
C -1.57567 -0.59448 5.81200
N 0.92031 -0.76366 -1.94217
H -1.60786 -0.12577 6.78048
C -0.81926 -0.96813 3.74553
N -0.89993 -0.35660 -3.18490
C 3.67430 1.62098 3.69749
H -1.85175 5.24820 -4.94973
H 3.42052 -4.95575 5.21493
H -2.09382 9.17327 -3.50706
H 6.63836 -2.38691 -0.60162
C 2.93923 -1.91867 1.18407
H -6.78253 2.95535 -2.86954
C -2.79810 8.37714 -5.32881
C 5.15006 -6.00893 4.25705
H -2.34746 -6.77844 9.33314
H 7.28754 -0.10408 2.87838
C -2.49575 -7.02382 -3.51149
H 3.70201 0.55605 5.60249
C -5.55447 5.53947 -4.50527
Br -1.05068 -2.62400 -4.81372
C -0.39044 -1.51070 -3.52867
H 8.84751 -2.30110 3.12374
H 1.05056 3.53229 3.90162
C -2.73408 7.10517 -5.83204
C -2.06769 6.30017 -4.86969
H 4.52737 1.28782 3.12978
H -3.56902 -0.25414 -2.67025
C 1.82795 2.81605 4.10649
C 0.50792 3.75939 -5.81177
H 2.48808 0.13619 0.78633
H -1.77009 -7.54917 -4.10778
C -1.67212 -5.34613 7.83274
C -5.33685 4.47382 -3.67326
H 4.51933 -2.76853 4.04815
O 3.28934 -1.21039 -1.65124
H -3.22080 9.27907 -5.73623
N -2.76733 -5.69835 -3.72999
H -2.33163 -5.12482 -4.42457
C -1.40835 3.06566 -6.75872
H 1.27232 -2.62258 -2.90553
H 0.05002 0.48748 5.00366
N -2.19427 8.37306 -4.10282
H 5.02717 -7.03929 4.54436
C 7.97835 -2.82754 1.12357
C 8.19714 -2.05557 2.30125
N 6.73162 -1.00669 1.02355
C 4.84277 -3.79585 4.02950
C 7.07283 -2.15007 0.35410
H 0.78026 5.49996 -7.09595
H 8.42993 -3.77351 0.87613
N -0.48571 2.81019 -5.77731
O 2.11966 2.27689 -2.43986
H 0.00840 2.86998 -0.37897
H 6.55891 -3.53178 2.82526
P -3.00018 1.39444 -1.51107
H 1.06334 -0.84180 0.88892
C -1.86748 -1.82419 3.94973
H -2.24808 -2.53886 3.23985
H 3.27712 -1.06598 -2.60502
H 3.04323 -1.65251 2.22525
C 2.06392 2.03325 5.20672
C 4.30933 -4.91890 4.60756
H 2.89590 2.98935 2.28504
O -3.79373 0.68521 -2.68280
H -4.87830 6.27735 -4.90049
H -0.52937 2.03895 -5.14069
Br 2.98402 3.41020 -0.10645
C 3.23567 1.27099 4.94548
O -2.74178 0.52184 -0.36234
H -2.27029 2.43491 -6.89257
H 6.99950 -5.99556 3.01036
C -4.06669 -6.33385 -2.05664
C -3.42434 -4.82373 9.13959
H -1.73877 -3.51229 6.78310
H -0.83346 -5.78558 7.32109
H -1.50192 2.02415 -3.26481
N 5.96756 -4.16341 3.34689
N -0.28644 1.32315 -1.69114
C 6.16162 -5.50819 3.47866
C 7.41781 -0.93471 2.20615
C -1.00502 4.19091 -7.41896
C -1.44233 2.06807 -2.18367
C -3.72742 -5.27193 -2.84803
H -3.70050 -2.83127 8.17923
C -3.19562 -3.77596 8.28817
H 0.69423 1.41409 0.21130
H 2.46653 -2.88784 1.08872
C 2.08007 -0.84177 0.50835
C 0.52806 1.97376 -0.70198

Highest occupied orbital energy in hartree: -0.3373
HOMO-LUMO gap in eV: 5.4859
Spin multiplicity: 1
Charge: +1



# 2
The following is a DFT calculation (ωB97M-V/def2-TZVPD) of C30H37CaCl5F6KLi2N5O10S as an isolated structure in a non-equilibrium geometry.

Cartesian coordinates (Å):
F -3.94674 -2.39037 6.87770
H 1.17083 -3.05569 1.35896
C 3.85615 6.85536 -4.98983
C -2.75861 -1.22849 5.03901
C 1.42401 -3.84524 -2.47929
H -5.45581 -1.97672 0.37882
C 1.13027 6.14584 1.96141
O -0.94199 -2.00968 -7.18783
F 0.34392 -1.06290 -4.01052
Li 1.14432 6.79881 6.34076
O 0.07090 -3.76598 -8.45154
C 1.33048 7.57864 -2.34102
C -1.22261 -4.66995 -0.09334
H 1.04196 1.08124 3.63066
N 1.92618 -2.58714 3.36940
H 1.08317 -3.01369 3.77250
Li 2.62186 2.45154 1.34390
C -0.02008 1.24058 3.96784
H 2.63452 -0.85577 -1.69595
C -0.80920 2.32789 3.14857
C -0.69135 -6.00541 1.70973
H 1.97773 -4.78134 -2.13722
F 2.47896 -1.05912 -4.29395
H 2.59951 -3.35471 3.25257
F 1.52643 0.60807 -3.31621
H -2.00885 0.80842 5.60118
C -1.25943 -3.47796 2.12719
H -3.95456 -2.63606 0.43114
H -4.25086 -3.61396 4.94856
C 0.50592 -0.99367 1.93243
C 3.58903 5.45203 -4.60129
O 1.71512 6.50483 -1.48500
C -2.57088 -2.36200 4.08224
H -0.35715 3.36076 3.20042
H 3.98561 8.22128 -6.69535
O 4.12147 7.70006 -4.15655
C -0.60604 -1.06801 3.02283
H 1.02561 0.00473 1.87101
C 1.49678 -0.73950 -3.42974
C 1.74100 -1.41307 -2.04645
H -1.69173 1.15567 1.67586
Cl 3.61256 -5.35375 -2.47019
H -0.38766 -6.98607 2.16405
H 1.04920 7.17004 -3.31010
C 3.23203 4.85935 -6.95427
N -0.88289 -5.90809 0.35971
O -5.23420 -1.31967 2.91798
C -0.84972 -4.83305 2.57797
H 2.16875 8.26572 -2.46889
H -1.34434 -4.59133 -1.21192
H 1.95944 6.89139 -0.63545
S -0.92987 -3.45529 -7.42821
H 0.03809 1.56668 5.05309
H -1.74105 -2.45937 0.12492
Cl -0.37878 6.36033 1.06806
C -1.87107 -0.06922 4.92080
O -0.60068 -4.14445 -6.17189
Cl 1.83656 4.53114 1.56780
H 3.64217 5.22651 -3.54330
C 3.29997 4.52465 -5.51260
H 0.48535 -3.83024 -1.91562
H -5.36345 -4.13903 3.02167
H 0.47581 8.10721 -1.90962
N -1.01808 1.92647 1.73783
H 0.82234 -4.97450 -4.19854
N -0.82606 -0.00389 3.95648
O -2.24630 -3.90450 -7.88610
N -4.52717 -1.87949 0.82065
H 2.54249 -1.79036 1.45952
O 0.68728 -1.39409 -1.23951
O 2.29330 -2.76373 -2.13562
Cl 2.28030 7.41546 1.50484
C 3.49933 6.26351 -7.34186
H 2.08441 -3.77215 -4.53144
H 3.10250 3.49355 -5.24652
F -3.45705 -0.18184 7.14464
H -0.02967 -1.10929 0.93797
C 1.17754 -3.97151 -3.96041
H -2.94838 -4.59256 4.12616
F -5.03675 -0.75788 5.68559
H 3.44614 6.49017 -8.39918
K -2.85548 -0.79815 9.11036
O 2.96704 4.01619 -7.78376
C 1.57268 -2.15896 2.00760
H -1.84408 2.42765 3.61335
C -3.50803 -3.61213 4.11234
C -4.74665 -2.20075 2.23990
C -4.38770 -3.63810 2.75818
Ca 2.61115 -2.05077 -0.17436
C 3.78831 7.19033 -6.42955
Cl 0.79896 6.24565 3.73243
C -1.44816 -2.27566 3.06654
H -0.68386 -4.98093 3.68216
H -1.41542 2.70202 1.20359
C -3.83128 -1.18194 6.15697
H 0.40697 -3.27538 -4.29616
H -3.84650 -4.18962 1.93413
C -1.45797 -3.41735 0.63667

Highest occupied orbital energy in hartree: -0.3319
HOMO-LUMO gap in eV: 1.5595
Spin multiplicity: 1
Charge: +2



# 3
The following is a DFT calculation (ωB97M-V/def2-TZVPD) of one molecule with the formula C4H12N2S in a non-equilibrium geometry.

Cartesian coordinates (Å):
C 2.34689 -0.77160 -0.58580
H 1.00064 1.50976 0.67856
H 1.10368 -1.15375 0.96339
H 2.55340 0.27425 -0.28941
C 0.36574 1.48365 -0.14486
H -1.73788 -1.24509 0.61089
H 0.73956 2.13484 -1.00743
S -2.86157 0.92708 0.31661
C -0.15158 -0.03223 -0.39532
N 0.88679 -1.02621 -0.03877
H 2.89534 -2.30443 0.16128
H -2.79103 0.91110 -1.04212
H 2.40288 -1.01596 -1.73410
H -1.11456 -0.12430 1.61530
H -0.41240 2.10074 0.30970
H 4.29919 -1.73778 -0.54934
C -1.37093 -0.13415 0.53389
N 3.42197 -1.45101 0.06927
H -0.45565 -0.11624 -1.44335

Highest occupied orbital energy in hartree: -0.3291
ΔE to the lowest compared entry with this formula, charge and spin in kcal per mole: 54.5
HOMO-LUMO gap in eV: 9.9061
SMILES: C[C@H](CS)NCN
Spin multiplicity: 1
Charge: 0



# 4
The following is a DFT calculation (ωB97M-V/def2-TZVPD) of C28H27FMoN4S2Si as an isolated structure in a non-equilibrium geometry.

Cartesian coordinates (Å):
C -3.87896 3.84353 -2.06535
C -3.03836 2.25223 -0.50205
C -2.31866 1.54933 -1.48275
C -1.91656 -1.27677 -3.70065
H -4.28956 3.87883 0.04935
N -1.57996 0.42813 -1.12335
C -1.03986 0.87523 3.53555
H -3.86836 -3.17417 3.69155
H -0.49576 -2.70117 -0.94655
C 5.92644 0.65853 1.15555
H -2.46606 -2.13867 -3.33065
C 3.34714 0.48003 1.94845
C -1.37396 0.46043 4.79405
C 7.15034 1.49503 -0.68665
C -2.43296 2.05603 -2.78385
H 1.01104 1.65853 -0.21565
H 0.46684 -2.68707 -2.38755
H -1.13346 0.94353 5.72015
H 0.70984 -1.63437 2.30235
H -5.08296 -3.67577 -0.40135
C -4.47046 -3.21787 0.35835
S -2.27046 -0.99457 4.81295
C -2.20416 -1.05667 3.07845
S 4.92294 0.77743 2.65745
H -1.33556 -1.62047 -4.55295
C 7.06834 -0.76107 -0.36195
H -5.26536 -4.37757 1.98995
C -3.78656 3.37993 -0.76325
N -2.75576 -1.63897 0.89465
C 0.14084 -2.05917 -1.56215
N 0.74684 -0.01097 0.99305
F -3.00376 1.78053 0.77855
C 2.56184 -0.56387 2.46685
H 1.05034 -1.81107 -1.01265
Si -0.72246 -0.55687 -2.41145
H 1.37374 -0.11847 -3.66555
C -3.55286 -2.25507 0.00285
C -2.92506 -1.94177 2.21605
H 0.30254 1.24043 -3.86785
C -1.50906 0.01813 2.52145
H 7.38064 -1.73567 -0.70835
Mo -1.15636 -0.38567 0.52225
C -4.57836 -3.59757 1.69975
H -2.63976 -0.56047 -4.07805
H -3.44106 -1.93917 -1.02985
H -1.91406 1.56763 -3.58985
H -3.28586 3.50363 -4.08965
C 6.28074 -0.62467 0.77475
H 2.95874 -1.20437 3.23945
C 6.36884 1.75073 0.43715
H 1.22954 1.07473 -2.39445
C -3.20676 3.16633 -3.06835
C 1.31454 -0.78927 1.94995
H 3.33384 2.08543 0.49965
H 5.96944 -1.48317 1.34475
H 7.52974 2.29913 -1.29965
C 0.66824 0.52003 -3.14325
N 7.46424 0.27633 -1.06125
H 6.13504 2.75813 0.73485
H -0.48326 1.77803 3.33855
H -4.46966 4.71613 -2.29185
C -3.80666 -2.94467 2.63745
C 1.50084 1.00533 0.50615
C 2.78514 1.25953 0.92655

Highest occupied orbital energy (alpha / beta) in hartree: -0.5075 / -0.5075
ΔE to the lowest compared entry with this formula, charge and spin in kcal per mole: 11.5
HOMO-LUMO gap (alpha / beta) in eV: 6.0834 / 6.0862
Spin multiplicity: 1
Charge: +2



# 5
The following is a DFT calculation (ωB97M-V/def2-TZVPD) of a 2-piece molecular cluster, CClNS3 overall in a non-equilibrium geometry.

Cartesian coordinates (Å):
N 0.39344 1.24691 -0.28944
S -3.49093 -0.52207 0.63862
S -3.45124 0.52809 -0.94301
Cl 1.50186 -1.32314 -0.39686
S -1.81674 -1.39467 1.19946
C 0.81318 0.18154 -0.21145

Highest occupied orbital energy (alpha / beta) in hartree: -0.3574 / -0.3573
ΔE to the lowest compared entry with this formula, charge and spin in kcal per mole: 17.4
HOMO-LUMO gap (alpha / beta) in eV: 7.1966 / 7.1936
Spin multiplicity: 1
Charge: 0